#A
The following is a DFT calculation (ωB97M-V with the def2-TZVPD basis set) of a structure of composition C24H18Cl2NO3PSe2W.

Last column: Löwdin charge in e.
Geometry (Å):
W  0.31819  0.72087  0.51233  0.842
Se  -0.13594  -0.41364  -1.87340  0.403
P  -0.22519  -1.57520  -0.02501  0.496
Se  0.43139  0.48998  2.74774  0.320
C  0.98483  -2.90941  0.02255  -0.408
C  0.91687  -3.81094  1.08586  -0.086
C  1.86262  -4.81650  1.19534  -0.065
C  2.87334  -4.92459  0.24865  -0.065
C  2.94140  -4.02662  -0.80633  -0.066
C  2.00043  -3.01359  -0.92064  -0.107
C  -1.82985  -2.31716  0.30810  -0.415
C  -2.19446  -3.50011  -0.33677  -0.082
C  -3.43751  -4.05821  -0.09625  -0.062
C  -4.31697  -3.44177  0.78711  -0.063
C  -3.95481  -2.26885  1.43218  -0.065
C  -2.70962  -1.70228  1.19474  -0.104
H  0.12426  -3.73260  1.82072  0.113
H  1.80856  -5.51759  2.01726  0.111
H  3.60772  -5.71468  0.33254  0.111
H  3.72504  -4.11831  -1.54656  0.110
H  2.04566  -2.31114  -1.74309  0.070
H  -1.50416  -3.98192  -1.01884  0.117
H  -3.72129  -4.97572  -0.59399  0.112
H  -5.28635  -3.88317  0.97738  0.111
H  -4.63699  -1.79951  2.12845  0.111
H  -2.41845  -0.79099  1.70213  0.076
Cl  5.90797  5.20242  1.64660  0.718
C  4.45371  4.40072  1.18013  -0.655
C  3.25981  5.13171  1.12485  -0.084
C  2.08523  4.53026  0.74383  -0.551
Cl  0.64252  5.47724  0.66595  0.766
C  2.02618  3.15943  0.41755  -0.344
O  0.88538  2.63540  0.01980  -0.281
C  3.24015  2.43824  0.51035  -0.124
C  3.30233  1.04791  0.20765  -0.115
O  2.33263  0.27393  0.09602  -0.217
C  4.45048  3.07221  0.86142  -0.036
H  3.26564  6.18320  1.37794  0.118
H  4.28636  0.59752  0.04958  0.157
H  5.36585  2.49599  0.89588  0.126
O  -1.64392  1.35376  0.41805  -0.355
N  -2.15755  2.01233  -0.63424  -0.169
C  -1.88540  3.31358  -0.80047  0.003
C  -2.46703  3.99680  -1.84500  -0.001
C  -3.33739  3.33758  -2.69999  -0.016
C  -3.60821  1.99450  -2.48113  -0.007
C  -3.00087  1.34119  -1.43338  -0.033
H  -1.19851  3.74247  -0.08842  0.080
H  -2.23485  5.04412  -1.97163  0.126
H  -3.80499  3.86455  -3.51962  0.124
H  -4.28727  1.44378  -3.11516  0.126
H  -3.14696  0.30279  -1.17874  0.128

charge: +1
frontier orbital gap (spin up / spin down): 0.2502 / 0.2597 Ha
multiplicity: 2
E_LUMO (spin up / spin down): -4.05 / -3.92 eV

#B
The following is a DFT calculation (ωB97M-V with the def2-TZVPD basis set) of a structure of composition C24H18Cl2NO3PSe2W.

Last column: Löwdin charge in e.
Geometry (Å):
W  0.78511  -0.85961  -1.04808  1.225
Se  1.55846  1.52759  -0.40026  0.464
P  -0.41905  1.88206  0.47532  0.282
Se  -1.52722  0.16303  -0.36938  0.414
C  -1.08986  3.47153  -0.00784  -0.406
C  -1.07578  4.54206  0.88427  -0.071
C  -1.54193  5.78059  0.47117  -0.058
C  -2.01788  5.94760  -0.82096  -0.055
C  -2.02859  4.87962  -1.71019  -0.059
C  -1.56313  3.64070  -1.30831  -0.098
C  -0.41623  1.79698  2.26477  -0.432
C  0.76046  1.62707  2.98495  -0.091
C  0.71067  1.57143  4.37095  -0.060
C  -0.50491  1.68432  5.02815  -0.057
C  -1.68162  1.85091  4.30592  -0.059
C  -1.64155  1.90699  2.92458  -0.098
H  -0.70801  4.41371  1.89419  0.111
H  -1.53397  6.61335  1.16101  0.113
H  -2.38382  6.91454  -1.13919  0.114
H  -2.40101  5.01538  -2.71634  0.113
H  -1.56844  2.80409  -1.99615  0.092
H  1.70874  1.53298  2.46915  0.073
H  1.62468  1.44090  4.93409  0.112
H  -0.53980  1.64143  6.10851  0.113
H  -2.62895  1.93437  4.82085  0.113
H  -2.55847  2.03330  2.36034  0.116
Cl  5.50165  -6.12132  0.80422  0.719
C  4.50579  -4.72267  0.62549  -0.651
C  5.07252  -3.45550  0.80845  -0.074
C  4.30929  -2.31601  0.68063  -0.568
Cl  5.00386  -0.76325  0.92698  0.763
C  2.95188  -2.40795  0.33871  -0.331
O  2.21549  -1.31563  0.25482  -0.327
C  2.39810  -3.68832  0.16101  -0.127
C  1.00647  -3.79949  -0.09600  -0.095
O  0.24056  -2.85411  -0.37896  -0.160
C  3.17845  -4.84930  0.31876  -0.033
H  6.12131  -3.37004  1.05783  0.120
H  0.55062  -4.79298  -0.03341  0.156
H  2.73279  -5.82714  0.19090  0.126
O  1.34319  -0.68953  -2.61998  -0.463
N  -1.07664  -1.81845  -2.52410  -0.108
C  -1.14095  -1.29674  -3.75522  -0.136
C  -2.11601  -1.64790  -4.66952  -0.033
C  -3.07160  -2.58220  -4.30460  -0.042
C  -3.01566  -3.12145  -3.03031  -0.038
C  -2.00845  -2.71221  -2.17562  -0.159
H  -0.37291  -0.57988  -4.01122  0.100
H  -2.11668  -1.19399  -5.65009  0.115
H  -3.84563  -2.88162  -4.99823  0.118
H  -3.73950  -3.84957  -2.69328  0.114
H  -1.94590  -3.09968  -1.16879  0.104

charge: +1
frontier orbital gap (spin up / spin down): 0.2515 / 0.2759 Ha
multiplicity: 2
E_LUMO (spin up / spin down): -3.98 / -4.01 eV

Most stable to least stable: #B, #A

#A
The following is a DFT calculation (ωB97M-V with the def2-TZVPD basis set) of an isolated molecule of C4H2OS.

Last column: Löwdin charge in e.
Geometry (Å):
C  -0.01987  0.74019  0.69568  0.189
C  0.80144  0.74511  -0.20487  -0.043
C  1.43169  0.23691  -1.35454  -0.550
O  2.23848  0.79746  -2.03772  0.126
C  1.14893  -1.19525  -1.39076  -0.634
S  1.29979  -2.21602  -2.59416  0.800
H  -0.56524  0.72574  1.57430  0.030
H  0.55015  -1.53461  -0.47058  0.082

frontier orbital gap: 0.2784 Ha
SMILES: C#CC(=O)C=S
E_LUMO: -1.75 eV

#B
The following is a DFT calculation (ωB97M-V with the def2-TZVPD basis set) of an isolated molecule of C4H2OS.

Last column: Löwdin charge in e.
Geometry (Å):
C  0.97293  -0.25056  0.00490  -0.184
C  0.11050  0.90389  -0.00382  -0.195
C  2.28389  -0.29467  0.00080  -0.695
C  0.88218  3.23041  0.00139  0.199
O  0.53374  2.11625  0.00077  -0.083
S  3.84647  -0.33410  -0.00096  0.728
H  0.44651  -1.19478  0.01579  0.116
H  -0.95767  0.77076  -0.01608  0.115

frontier orbital gap: 0.2473 Ha
E_LUMO: -0.15 eV

Most stable to least stable: #A, #B

#A
The following is a DFT calculation (ωB97M-V with the def2-TZVPD basis set) of an isolated molecule of C5H5NS.

Last column: Löwdin charge in e.
Geometry (Å):
C  -1.01955  -1.49458  0.10379  -0.033
C  -0.15801  -0.23541  -0.02952  -0.233
C  -0.17997  0.86693  0.71625  -0.075
C  0.88954  1.73947  0.18692  -0.847
S  1.28159  3.19920  0.72210  0.785
N  1.60031  1.07751  -0.89823  0.058
C  0.99160  -0.02649  -0.95558  -0.129
H  -1.56712  -1.72924  -0.81509  0.080
H  -1.75544  -1.34013  0.85387  0.057
H  -0.39311  -2.36765  0.39193  0.093
H  -0.92148  1.05877  1.48026  0.117
H  1.23166  -0.74838  -1.75670  0.127

frontier orbital gap: 0.2789 Ha
SMILES: CC1=CC(=S)N=C1
E_LUMO: -1.43 eV

#B
The following is a DFT calculation (ωB97M-V with the def2-TZVPD basis set) of an isolated molecule of C5H5NS.

Last column: Löwdin charge in e.
Geometry (Å):
N  -1.91829  -0.71100  -0.08228  0.086
C  -0.60880  -0.32802  -0.09790  -0.373
C  0.55814  -1.06479  -0.07245  -0.108
C  1.59164  -0.09526  -0.10290  -0.812
S  3.21798  -0.37387  0.02065  0.685
C  0.94827  1.25976  -0.09537  -0.100
C  -0.36245  1.10630  -0.00459  -0.047
H  -2.15010  -1.70790  0.22688  0.132
H  -2.50152  0.02977  0.55271  0.169
H  0.62551  -2.16705  -0.24878  0.125
H  1.67123  2.12794  -0.18944  0.127
H  -1.07161  1.92413  0.09348  0.115

frontier orbital gap: 0.2655 Ha
SMILES: NC1=CC(=S)C=C1
E_LUMO: -1.06 eV

Most stable to least stable: #A, #B

#A
The following is a DFT calculation (ωB97M-V with the def2-TZVPD basis set) of a cluster of 2 separate species, C2H5O3S3 in total.

Last column: Löwdin charge in e.
Geometry (Å):
C  1.06012  -0.07982  1.34717  -0.188
C  -0.18293  -0.80128  1.23514  -0.850
O  -1.66582  0.63714  -0.64216  -0.397
O  -1.82846  -1.79590  -0.52743  -0.387
O  0.29890  -0.69416  -1.21031  -0.446
S  0.47629  1.80645  -2.54902  0.422
S  -1.16475  -1.41343  2.45581  0.658
S  -0.93306  -0.63981  -0.40597  0.385
H  1.76024  -0.59610  0.79136  0.041
H  1.47954  -0.07593  2.46658  0.109
H  0.84690  1.07782  1.11421  0.152
H  0.61186  0.58309  -1.98700  -0.256
H  -0.75883  1.99192  -2.08839  -0.241

charge: -1
frontier orbital gap: 0.2812 Ha
E_LUMO: 2.45 eV

#B
The following is a DFT calculation (ωB97M-V with the def2-TZVPD basis set) of the ion C2H5O3S3 with charge -1.

Last column: Löwdin charge in e.
Geometry (Å):
C  -1.18161  -0.51500  -0.70808  -0.191
C  0.25748  -0.11483  -0.36490  -1.185
S  1.05354  -1.64330  0.51631  0.600
S  1.36246  0.46714  -1.59952  0.719
S  0.34510  1.09437  1.02738  0.305
O  1.70068  1.22735  1.40609  -0.363
O  -0.43053  0.47911  2.18755  -0.428
O  -0.26258  2.28458  0.40963  -0.382
H  -1.63135  0.36505  -1.13299  0.061
H  -1.73439  -0.68840  0.29841  0.105
H  -1.31171  -1.38717  -1.28545  0.041
H  0.54594  -0.93897  1.59506  -0.138
H  1.28698  -0.62992  -2.34948  -0.143

charge: -1
frontier orbital gap: 0.2970 Ha
SMILES: CC(S)(S)S(=O)(=O)[O-]
E_LUMO: 3.09 eV

Most stable to least stable: #B, #A

#A
The following is a DFT calculation (ωB97M-V with the def2-TZVPD basis set) of a cluster of 5 separate species, C2H16NO5 in total.

Last column: Löwdin charge in e.
Geometry (Å):
C  -2.48719  1.01990  -0.89419  -0.194
O  -3.38603  1.29149  0.17148  -0.064
C  -1.05560  1.25063  -0.26080  -0.112
N  -0.96751  0.32888  0.91371  0.151
H  -2.47637  1.72697  -1.73048  0.131
H  -2.72355  -0.00751  -1.17249  0.130
H  -3.75629  2.17078  0.13479  0.100
H  -0.29299  0.89489  -0.95442  0.107
H  -1.03745  2.29989  -0.00452  0.123
H  -1.87442  0.28618  1.38425  0.154
H  -0.25350  0.63030  1.57921  0.112
H  -0.65195  -0.60267  0.51478  0.121
H  0.93662  3.20252  2.06479  0.057
H  1.19116  1.91668  3.03594  0.066
O  1.04532  2.25281  2.13755  -0.047
H  3.08521  -4.88563  -0.91490  0.042
H  3.27550  -4.15467  0.32311  0.044
O  2.69621  -4.14753  -0.44780  -0.050
H  1.44995  -1.16262  1.02885  0.080
H  1.05966  -2.33539  0.06941  0.052
O  0.71454  -1.59061  0.56962  -0.029
H  2.03651  0.55415  -2.56754  0.050
H  2.10144  -0.78316  -2.40287  0.050
O  1.37075  -0.15628  -2.57751  -0.072

charge: +1
frontier orbital gap: 0.4209 Ha
E_LUMO: -2.87 eV

#B
The following is a DFT calculation (ωB97M-V with the def2-TZVPD basis set) of a cluster of 6 separate species, C2H16NO5 in total.

Last column: Löwdin charge in e.
Geometry (Å):
C  3.40221  -0.90968  -1.88992  0.002
C  1.45800  -2.28301  -1.80115  0.181
N  2.11152  -1.30482  -1.33435  0.006
H  4.17424  -1.33345  -1.23738  0.116
H  3.59899  0.14179  -1.75735  0.105
H  3.54879  -1.25658  -2.89936  0.102
H  1.82899  -2.78273  -2.65667  0.117
H  0.54817  -2.49766  -1.29459  0.116
H  1.78668  -0.76418  -0.50601  0.121
H  0.22249  0.98745  0.67674  0.037
H  -0.19239  -0.31802  0.00276  0.016
O  0.53669  0.32822  0.03979  -0.073
H  -2.57271  -0.69999  0.57635  0.063
H  -1.91636  -1.07778  1.90075  0.068
O  -1.73707  -0.98974  0.95850  -0.043
H  0.12204  2.33438  5.82334  0.025
H  -1.02463  2.91607  6.70324  0.036
O  -0.68341  2.85191  5.80762  -0.061
H  -5.31122  -0.68389  -3.92868  0.034
H  -5.37592  -1.46495  -2.67869  0.026
O  -5.75447  -1.46345  -3.56745  -0.060
H  0.44604  3.55550  1.81011  0.056
H  0.32747  3.66348  0.26204  0.053
O  0.45586  3.05115  0.99037  -0.043

charge: +1
frontier orbital gap: 0.3356 Ha
E_LUMO: -4.39 eV

Most stable to least stable: #A, #B

#A
The following is a DFT calculation (ωB97M-V with the def2-TZVPD basis set) of an isolated molecule of C5H10FN.

Last column: Löwdin charge in e.
Geometry (Å):
C  1.62594  -0.36337  -0.76048  -0.045
C  0.36737  -0.23132  0.07000  -0.542
N  0.52146  -1.13052  1.21447  0.082
C  -0.01236  1.21191  0.48408  -0.112
C  -1.46092  0.96607  0.05481  -0.092
C  -1.02813  -0.37527  -0.60501  -0.252
F  -1.71971  -1.49897  -0.20820  -0.007
H  1.60870  0.30345  -1.64596  0.087
H  2.51010  -0.06461  -0.16642  0.092
H  1.78950  -1.37460  -1.07608  0.069
H  -0.25704  -0.95368  1.83661  0.075
H  0.33558  -2.06540  0.87513  0.075
H  0.57284  1.98069  -0.13479  0.133
H  0.16371  1.47897  1.52557  0.106
H  -2.18911  0.80729  0.82272  0.105
H  -1.88200  1.67729  -0.63706  0.098
H  -0.94591  -0.36794  -1.64938  0.129

frontier orbital gap: 0.3861 Ha
SMILES: C[C@@]1(N)CC[C@@H]1F
E_LUMO: 1.03 eV

#B
The following is a DFT calculation (ωB97M-V with the def2-TZVPD basis set) of an isolated molecule of C5H10FN.

Last column: Löwdin charge in e.
Geometry (Å):
C  1.60116  0.33784  0.74197  -0.103
C  1.22074  0.08303  -0.71713  -0.199
C  -0.24138  -0.32375  -0.95361  -0.291
N  -0.83018  -1.35961  -0.08273  -0.007
C  -1.56721  -0.34851  0.71746  -0.139
C  -1.32375  0.64710  -0.41067  -0.263
F  -0.88095  1.91404  -0.05500  -0.013
H  1.04649  1.18896  1.12416  0.064
H  1.41120  -0.53252  1.34800  0.058
H  2.68690  0.54712  0.80142  0.081
H  1.84027  -0.71382  -1.14166  0.108
H  1.38354  0.99187  -1.28215  0.106
H  -0.36046  -0.60663  -2.00723  0.130
H  -0.16714  -1.92402  0.44732  0.100
H  -2.59132  -0.62188  0.92183  0.098
H  -1.04405  0.00016  1.64247  0.122
H  -2.18386  0.72062  -1.09446  0.148

frontier orbital gap: 0.3791 Ha
SMILES: CC[C@H]1NC[C@H]1F
E_LUMO: 1.14 eV

Most stable to least stable: #A, #B